Record 1
Entry from the OMol25 dataset: a 14-piece molecular cluster, C35H96B3F21N8O17S3 overall (the ωB97M-V functional and the def2-TZVPD basis).

Calculated values
energy	-176181.620	eV
Kohn-Sham gap	0.2017	hartree
ΔE to the lowest compared entry with this formula, charge and spin	204.56	kJ/mol
net charge	+2

Structure (XYZ):
```
183
Properties=species:S:1:pos:R:3:forces:R:3:mulliken_charge:R:1
C 1.1719 5.7073 1.9702 0.19 0.68 1.47 -1.34
C 2.5326 5.9005 2.7482 -1.95 -1.98 -0.41 0.20
C 3.2960 4.5721 2.9211 0.33 0.62 -2.67 -0.81
O 3.5266 4.1317 1.5373 0.26 1.18 1.60 -0.39
C 3.4184 2.7255 1.3992 -0.47 -0.01 -0.30 -0.70
N 3.3803 6.9311 2.0127 -1.08 -0.25 0.79 -0.10
H 3.0541 7.0369 1.0626 0.32 -0.60 -0.60 0.16
H 3.1609 7.8327 2.4115 0.35 0.52 0.46 0.42
H 4.3634 6.7116 2.0856 0.50 0.09 -0.29 0.35
H 1.1849 5.4915 0.9018 0.49 0.06 0.09 0.39
H 0.5489 6.5761 2.1824 -0.05 0.30 -0.48 0.55
H 0.5947 4.9217 2.4579 0.28 -0.28 -0.04 0.13
H 2.3159 6.2679 3.7513 0.06 0.43 -0.16 0.44
H 2.7967 3.7636 3.4551 -0.52 0.50 0.17 0.40
H 4.2014 4.8335 3.4687 0.61 -0.46 -0.14 0.39
H 2.4006 2.4573 1.6825 0.00 -0.45 0.54 0.30
H 4.2250 2.2570 1.9631 -0.23 -0.40 -0.14 0.36
H 3.4590 2.4587 0.3431 0.55 0.23 0.09 0.18
C 3.9110 -3.4467 -0.5573 -0.74 1.37 0.39 -1.73
C 2.9059 -2.4893 0.1341 -0.80 -0.09 -0.50 1.08
C 3.1680 -2.3049 1.6288 0.84 0.62 0.29 -1.80
O 2.2104 -1.4685 2.2300 -0.07 1.63 -0.12 0.69
C 2.5307 -1.0198 3.5468 -0.60 -0.91 0.08 -1.20
N 2.7948 -1.1861 -0.6192 0.84 -0.77 0.45 1.93
H 2.0916 -0.6164 -0.1708 -0.96 0.74 0.35 -0.39
H 3.6403 -0.6394 -0.6989 0.98 0.17 0.12 0.11
H 2.4849 -1.3508 -1.5663 -0.29 -0.15 -0.40 0.02
H 3.8617 -4.3803 0.0030 0.46 -0.14 -0.42 0.51
H 4.8814 -2.9514 -0.5905 0.26 -0.33 0.64 0.29
H 3.6930 -3.5209 -1.6227 -0.51 -0.49 0.04 0.29
H 1.8593 -2.7810 0.0463 -0.04 -0.83 -0.06 0.32
H 4.1847 -1.9195 1.7051 0.18 0.33 0.27 0.59
H 3.1204 -3.1989 2.2507 0.38 -0.88 -0.71 0.66
H 1.7109 -0.4176 3.9383 -0.17 -0.08 -0.40 0.05
H 3.4410 -0.4519 3.7390 0.35 0.02 -0.87 0.42
H 2.5809 -1.9224 4.1558 0.12 -0.17 0.50 0.39
C -3.8679 -3.0592 -3.9028 -0.02 -0.07 -0.74 -1.75
C -3.8731 -2.2555 -2.6335 0.84 0.20 0.28 0.89
C -4.9110 -2.6870 -1.6222 -0.41 -0.23 0.33 -0.88
O -4.9095 -1.8891 -0.4573 -0.43 0.02 0.69 -0.12
C -5.7954 -2.5177 0.4986 -0.18 -0.38 -0.18 -0.82
N -2.4519 -2.3337 -2.0051 -1.28 -0.68 -0.17 2.00
H -2.2624 -1.6896 -1.2505 -0.09 0.71 0.73 -0.16
H -2.3559 -3.2555 -1.6036 -0.17 -0.69 0.53 -0.42
H -1.6604 -2.2837 -2.6305 -0.12 0.46 -0.92 -0.24
H -3.7459 -4.1355 -3.7809 -0.03 0.04 0.24 0.20
H -3.0896 -2.6754 -4.5624 0.26 -0.15 0.07 0.46
H -4.7765 -2.8612 -4.4714 -0.22 -0.16 0.25 0.53
H -4.0548 -1.2284 -2.9500 0.22 0.23 0.53 0.18
H -4.8643 -3.7263 -1.2970 0.77 -0.45 -0.27 0.25
H -5.8787 -2.6673 -2.1234 -0.25 0.44 -0.23 0.45
H -6.7878 -2.6695 0.0742 -0.04 -0.02 -0.36 0.38
H -6.0036 -1.9924 1.4307 0.74 0.74 -0.33 0.26
H -5.4057 -3.4969 0.7766 0.14 -0.16 -0.08 0.25
C 2.2783 -3.4859 9.4630 -0.59 0.13 -0.96 -1.34
C 2.2870 -2.4639 8.2803 -0.45 -0.50 0.77 0.14
C 1.2796 -1.2788 8.3447 0.87 -1.23 -0.86 -0.83
O 1.2656 -0.7662 6.9947 0.26 0.37 1.54 -0.15
C 0.5654 0.4897 6.8989 -0.60 -0.55 -0.24 -0.62
N 3.7054 -1.8420 8.1433 -1.83 -0.49 0.61 -0.23
H 3.8290 -1.4848 9.0800 0.49 0.84 0.17 0.39
H 4.5020 -2.4378 7.9683 0.03 -0.57 -0.44 0.34
H 3.5836 -1.1294 7.4380 0.42 0.66 -0.27 0.29
H 1.2445 -3.6773 9.7506 -0.09 0.10 -0.11 0.36
H 2.7810 -3.2329 10.3964 0.28 0.40 -0.26 0.41
H 2.6440 -4.4415 9.0873 0.25 0.05 0.19 0.38
H 2.0210 -2.9587 7.3462 0.48 -0.15 0.01 0.30
H 1.5922 -0.6055 9.1429 -0.03 0.71 -0.22 0.42
H 0.3084 -1.6841 8.6285 -0.11 -0.01 -0.06 0.43
H 0.9781 1.2269 7.5876 0.18 0.16 -0.33 0.36
H -0.4921 0.3626 7.1308 -0.08 -0.19 0.35 0.33
H 0.5486 0.7617 5.8435 0.55 0.29 0.17 0.03
C 0.5158 -4.8507 2.2825 -1.78 -0.20 -0.21 0.02
C -0.7871 -4.4817 3.0956 0.36 -0.93 -0.02 -0.11
C -1.3792 -3.1978 2.5939 -0.87 0.81 0.20 0.70
O -2.6365 -2.8905 3.2230 1.12 -0.59 0.08 -0.52
C -2.9771 -1.4999 3.2739 0.33 -0.19 -1.03 -0.42
N -1.8297 -5.6338 2.8976 1.52 0.73 0.23 -0.03
H -2.5606 -5.6313 3.5946 -0.54 0.51 0.02 0.39
H -2.1945 -5.5790 1.9574 -0.65 -0.03 -0.73 -0.10
H -1.3817 -6.5350 2.9838 0.27 -0.42 -0.16 0.39
H 0.9430 -5.7971 2.6140 0.15 0.16 0.12 0.50
H 1.2684 -4.0748 2.1421 -0.27 0.13 0.77 -0.47
H 0.1324 -4.9934 1.2721 0.07 -0.28 -0.27 -0.22
H -0.6443 -4.4812 4.1762 0.17 0.21 -0.03 0.44
H -1.5269 -3.2518 1.5153 0.05 0.02 -0.15 -0.36
H -0.6349 -2.4252 2.7869 0.08 0.23 -0.01 0.13
H -4.0667 -1.5025 3.3031 0.23 0.46 0.52 0.34
H -2.6565 -0.9687 2.3777 -0.29 -0.40 -0.54 -0.05
H -2.4204 -0.9417 4.0267 -0.48 -0.36 0.78 0.23
C 1.0987 7.2829 -4.1786 -1.22 -1.63 0.21 -1.32
C 0.0737 7.1844 -2.9449 1.46 -1.74 -0.79 -0.01
C -0.1319 5.7004 -2.4298 -0.22 1.01 0.39 -0.44
O -0.9950 5.7210 -1.3360 -0.71 0.26 -0.34 0.36
C -1.4305 4.4253 -0.9198 0.44 0.62 0.03 0.30
N 0.6498 7.9633 -1.7907 0.49 0.03 -1.53 -0.04
H -0.0593 8.0831 -1.0816 -1.36 0.29 1.51 0.39
H 1.4973 7.5546 -1.4233 0.02 -0.51 0.11 0.25
H 0.9429 8.8421 -2.1930 -0.17 0.68 0.22 0.43
H 1.2045 6.3009 -4.6396 -0.93 -0.48 -0.10 0.29
H 2.1764 7.3278 -4.0216 -0.03 1.29 0.81 0.41
H 0.7049 7.8880 -4.9952 0.37 0.43 0.37 0.36
H -0.8836 7.6606 -3.1565 0.04 -0.18 -0.08 0.49
H 0.8162 5.3321 -2.0378 0.86 -0.18 -0.38 0.37
H -0.4972 4.9937 -3.1749 0.00 0.45 -0.49 -0.23
H -0.5685 3.9987 -0.4069 -0.12 -0.53 0.44 -0.01
H -1.7148 3.7555 -1.7313 -0.06 0.28 -0.32 -0.61
H -2.3005 4.5869 -0.2833 0.34 -0.21 0.01 0.20
C 0.4146 -6.1853 -1.5818 -1.00 0.06 0.44 -0.95
C 0.7677 -6.8956 -2.8652 1.07 0.75 -0.26 0.02
C -0.3335 -7.0822 -3.8889 0.03 -0.82 1.47 -1.09
O -1.0118 -5.9047 -4.1242 0.04 1.07 -1.04 0.04
C -2.0194 -6.1598 -5.1200 -0.20 -1.15 0.37 -0.99
N 1.8950 -6.0435 -3.5281 -0.11 -0.71 0.87 -0.04
H 1.5211 -5.1355 -3.7647 -0.36 0.95 -0.34 0.17
H 2.6158 -5.9118 -2.8331 0.25 0.33 0.37 0.34
H 2.3827 -6.4483 -4.3144 -0.30 -0.32 -0.60 0.42
H 0.1575 -5.1326 -1.6992 0.02 0.01 -0.33 0.13
H 1.1347 -6.2593 -0.7669 0.42 -0.19 -0.30 0.59
H -0.4927 -6.6595 -1.2074 -0.09 0.00 0.03 0.09
H 1.2482 -7.8444 -2.6263 -0.17 -0.13 -0.25 0.36
H -1.0273 -7.7976 -3.4474 -0.14 -0.37 0.13 0.48
H 0.1152 -7.6014 -4.7359 -0.09 0.31 -0.70 0.56
H -2.6238 -6.9679 -4.7079 -0.34 -0.11 -0.08 0.42
H -1.5543 -6.5620 -6.0200 0.04 0.30 -0.22 0.34
H -2.7126 -5.3524 -5.3562 0.73 0.39 0.33 0.25
C 1.2151 2.2739 -2.9799 0.32 0.03 -0.01 -1.19
C 0.0940 2.2247 -4.0452 0.10 -0.70 0.74 0.84
C 0.4866 1.7642 -5.4528 0.33 0.33 0.52 -1.00
O 1.3551 2.7006 -6.0033 0.55 0.71 -0.92 -0.36
C 1.9051 2.3035 -7.2679 0.57 -0.92 0.49 -0.86
N -0.8790 1.1727 -3.5481 -0.03 0.36 -0.33 1.06
H -1.7611 1.1509 -4.0394 -0.50 0.45 -0.76 0.49
H -0.4657 0.2513 -3.5648 0.31 -0.29 -0.36 0.20
H -1.1443 1.3216 -2.5851 0.05 0.42 0.85 -0.30
H 0.8978 2.3944 -1.9441 -0.79 0.71 -0.15 0.00
H 1.9434 3.0519 -3.2088 -0.07 -0.06 -0.11 0.62
H 1.7643 1.3461 -2.8193 0.12 -0.30 -0.97 0.38
H -0.4673 3.1556 -4.1258 -0.03 -0.11 0.18 -0.06
H -0.4182 1.7199 -6.0590 -0.23 -0.42 -0.07 0.60
H 0.9995 0.8080 -5.3482 -0.17 -0.40 -0.26 0.43
H 1.2053 2.0212 -8.0545 -0.63 0.70 0.11 0.33
H 2.4603 1.3735 -7.1455 0.28 -0.22 0.36 0.33
H 2.6463 3.0213 -7.6192 -0.48 0.31 0.18 0.28
B -3.0340 -6.2148 -0.2678 -2.10 0.40 -0.62 0.28
F -2.3070 -4.9902 -0.1189 0.65 0.24 0.30 -0.08
F -2.5062 -7.2202 0.4824 1.43 -0.75 1.19 -0.37
F -4.3307 -5.9676 0.2469 0.33 0.23 -0.34 -0.36
F -3.0337 -6.5853 -1.5993 0.06 0.24 -0.37 -0.32
B 0.5410 -1.8909 -3.3740 0.77 -1.25 -1.90 -0.01
F 0.3017 -1.7741 -2.0350 -0.42 -0.29 1.09 0.55
F 1.4278 -0.9637 -3.7774 1.58 1.66 0.01 -0.37
F 1.0556 -3.1523 -3.7431 0.46 -1.22 0.76 -0.54
F -0.5800 -1.7456 -4.1711 -1.84 0.34 0.18 -0.47
B 5.6789 0.5265 -0.7538 2.11 0.50 -0.92 -0.01
F 4.7537 0.7729 -1.7326 -2.42 -0.23 -0.56 -0.23
F 5.4950 -0.6941 -0.1207 -1.05 -1.59 0.62 -0.24
F 6.8776 0.5454 -1.3715 2.16 -0.71 -1.15 -0.33
F 5.7374 1.5009 0.1643 -0.91 1.87 2.25 -0.28
C -5.0217 2.8749 -2.4464 0.60 1.47 -2.25 0.54
F -6.0362 3.6422 -2.0364 0.53 -0.66 0.26 -0.21
F -4.1396 2.6582 -1.4760 -0.06 -0.16 0.75 -0.14
F -5.5015 1.6830 -2.8473 0.08 0.22 0.17 -0.22
S -4.0990 3.8401 -3.9020 -1.72 2.84 -0.95 1.03
O -3.0563 2.9485 -4.4017 0.76 -0.89 0.90 -0.68
O -5.1328 4.0931 -4.9009 0.41 -0.97 1.05 -0.66
O -3.6291 5.1189 -3.3167 0.09 -2.39 0.21 -0.61
C -3.3351 6.8683 1.4572 0.59 2.97 -1.01 0.57
F -2.3656 6.2645 2.1148 0.45 -0.97 1.30 -0.21
F -3.7328 6.0566 0.5014 -0.96 -0.31 0.17 -0.19
F -4.3117 7.3111 2.2744 0.25 -1.63 -0.40 -0.23
S -2.6469 8.4650 0.7693 -0.80 3.17 -1.17 1.05
O -3.6090 8.9537 -0.1888 -0.29 -1.07 -0.15 -0.69
O -2.5967 9.3408 1.9241 0.93 -1.11 0.40 -0.70
O -1.3483 8.2335 0.1040 0.69 -0.90 0.71 -0.89
C -1.0600 1.3176 1.9361 1.16 -0.22 -2.34 -0.37
F -0.7015 0.5856 3.0294 -0.96 0.45 -0.80 -0.12
F -2.3225 1.6826 1.8533 -0.11 -0.58 1.05 -0.16
F -0.3248 2.4402 1.9856 0.01 -0.24 0.10 0.00
S -0.6153 0.4039 0.2161 0.06 -1.54 0.44 0.56
O -1.1539 -0.9729 0.2229 -0.08 1.38 0.75 -0.90
O -1.1599 1.2162 -0.8452 -0.51 0.42 0.70 -1.01
O 0.8337 0.4116 0.2505 0.26 0.50 0.47 -1.57
```
Positions in Å, forces in eV/Å.

---

Record 2
Entry from the OMol25 dataset: a 2-piece molecular cluster, C4H10N2O overall (the ωB97M-V functional and the def2-TZVPD basis).

Calculated values
energy	-9333.911	eV
Kohn-Sham gap	0.3797	hartree
SMILES string	[H]/N=N\O.C=C(C)C
ΔE to the lowest compared entry with this formula, charge and spin	489.76	kJ/mol
net charge	0

Structure (XYZ):
```
17
Properties=species:S:1:pos:R:3:forces:R:3:nbo_charge:R:1
C 0.9553 1.3413 -0.5789 0.43 0.24 2.48 -0.50
C 1.1656 -0.2883 1.4451 1.40 1.58 0.62 -0.66
C 1.0535 -1.1065 -1.0290 -1.35 -0.22 -0.50 -0.68
C 1.0511 0.0773 -0.1000 0.85 0.06 1.66 0.07
N -3.0146 -0.4815 0.7612 -2.66 -1.25 -0.93 -0.34
N -2.1506 0.2183 0.3270 1.85 0.22 1.48 0.11
O -2.3215 0.9423 -0.8098 -0.98 -0.22 -0.23 -0.55
H -1.5227 1.4482 -0.6660 0.70 0.75 -0.93 0.50
H 0.9212 2.1914 0.1811 0.07 -1.18 -1.11 0.20
H 1.0533 1.6504 -1.6091 -0.25 -0.37 -0.20 0.21
H 2.2024 -0.5686 1.8757 -0.99 0.19 -1.70 0.23
H 0.5880 -1.1840 1.6805 -0.48 0.46 0.08 0.22
H 1.0225 0.6068 2.1660 -0.75 -1.37 -1.39 0.22
H -0.0392 -1.3817 -1.1500 0.80 0.91 -0.92 0.23
H 1.6343 -0.8214 -1.9364 -0.96 -0.63 0.30 0.23
H 1.2943 -2.1166 -0.6930 1.22 0.46 0.65 0.23
H -3.8929 -0.5275 0.1355 1.09 0.36 0.64 0.29
```
Positions in Å, forces in eV/Å.

---

Record 3
Entry from the OMol25 dataset: one molecule with the formula C2H3FNOP (the ωB97M-V functional and the def2-TZVPD basis).

Calculated values
energy	-17667.081	eV
Kohn-Sham gap	0.4014	hartree
SMILES string	FP1N=CCO1
ΔE to the lowest compared entry with this formula, charge and spin	0.00	kJ/mol
net charge	0

Structure (XYZ):
```
9
Properties=species:S:1:pos:R:3:forces:R:3:nbo_charge:R:1
C -0.5685 -0.9249 -0.2090 -0.66 0.26 1.47 0.14
C -0.3690 0.5248 -0.0853 0.31 1.45 1.66 -0.16
N -1.7461 -1.3191 -0.3922 -0.92 -0.94 -0.95 -0.74
O -1.6400 1.1142 -0.3292 0.82 0.64 -1.12 -0.79
F -3.1882 0.0701 1.0654 -0.93 -0.43 -0.18 -0.59
P -2.8508 0.0244 -0.5175 1.40 -0.01 1.73 1.53
H 0.2794 -1.5621 -0.1014 0.50 -0.75 0.00 0.19
H 0.1280 1.0150 0.8564 -1.08 -1.44 -1.35 0.22
H 0.3544 0.6629 -0.8498 0.55 1.22 -1.28 0.20
```
Positions in Å, forces in eV/Å.

---

Question: Which value of net charge does entry 2 give?
Answer: 0